1.
This record from OMol25 describes C7H6N2O in the gas phase in a non-equilibrium geometry. The level of theory is the ωB97M-V functional and the def2-TZVPD basis.

frontier orbital gap: 10.2195 eV
structure (SMILES): O=C1NCc2ccncc21
total energy: -12383.3555 eV
molar mass: 134.14 g/mol
lowest unoccupied orbital energy: 0.387 eV
energy above the lowest of the compared OMol25 structures with the same formula, charge and spin: 0.0000 eV

CARTESIAN COORDINATES (ANGSTROEM)
O -2.158 -1.948 0.968
C -1.081 -1.360 0.714
N 0.120 -1.862 1.004
C 1.316 -0.988 0.831
C 0.586 0.046 -0.099
C 1.058 1.252 -0.700
C 0.108 2.056 -1.312
N -1.220 1.855 -1.324
C -1.672 0.772 -0.695
C -0.790 -0.156 -0.137
H 0.062 -2.494 1.953
H 1.608 -0.506 1.820
H 2.112 -1.560 0.276
H 2.135 1.270 -0.825
H 0.530 2.949 -1.812
H -2.716 0.672 -0.663

2.
This record from OMol25 describes C7H6N2O6Tl as an isolated structure in a non-equilibrium geometry. The level of theory is the ωB97M-V functional and the def2-TZVPD basis.

frontier orbital gap: 6.1988 eV
total energy: -27278.8797 eV
net charge: +3
molar mass: 418.52 g/mol
lowest unoccupied orbital energy: -14.042 eV

CARTESIAN COORDINATES (ANGSTROEM)
O -0.097 3.110 -2.872
C -0.094 2.021 -2.501
Tl -0.059 -0.075 -1.797
O -0.095 -1.943 -4.640
C -0.091 -1.267 -3.720
C -0.091 -2.768 -0.734
O -0.095 -3.852 -0.380
C -2.387 -0.501 -1.542
O -3.471 -0.793 -1.478
C 2.187 -0.504 -1.546
O 3.280 -0.794 -1.485
C -1.131 0.035 2.990
N 0.064 0.799 2.623
C 0.472 0.745 1.360
N 1.586 1.461 0.949
O -0.229 0.013 0.562
H -1.558 -0.530 2.152
H -1.885 0.723 3.367
H -0.865 -0.661 3.781
H 0.542 1.375 3.308
H 1.916 1.385 -0.010
H 2.102 2.022 1.614

3.
This record from OMol25 describes C7H6N2S2 in the gas phase in a non-equilibrium geometry. The level of theory is the ωB97M-V functional and the def2-TZVPD basis.

frontier orbital gap: 7.9384 eV
total energy: -32003.1236 eV
molar mass: 182.27 g/mol
lowest unoccupied orbital energy: -0.249 eV
energy above the lowest of the compared OMol25 structures with the same formula, charge and spin: 1.6896 eV

CARTESIAN COORDINATES (ANGSTROEM)
C 2.363 0.146 -0.501
C 0.135 0.135 -0.068
C 1.384 -0.015 0.505
C 0.048 0.515 -1.372
C -2.295 0.537 -1.693
C -1.905 -0.252 0.550
C 1.926 -0.653 1.808
N -1.098 0.707 -2.092
N -2.714 0.108 -0.419
S -2.219 -0.725 2.083
S 1.738 0.631 -2.053
H 3.417 0.007 -0.605
H -3.193 0.663 -2.231
H 2.631 -1.416 1.703
H 2.342 0.206 2.399
H 1.111 -0.947 2.291
H -3.670 0.352 -0.304

4.
This record from OMol25 describes an isolated ion of composition C7H6N3 and charge +1 in a non-equilibrium geometry. The level of theory is the ωB97M-V functional and the def2-TZVPD basis.

frontier orbital gap (spin up / spin down): 5.8934 / 5.8904 eV
total energy: -11811.9334 eV
net charge: +1
molar mass: 132.15 g/mol
lowest unoccupied orbital energy (spin up / spin down): -6.781 / -6.794 eV
energy above the lowest of the compared OMol25 structures with the same formula, charge and spin: 5.4695 eV

CARTESIAN COORDINATES (ANGSTROEM)
C 2.698 -0.955 -0.075
C 3.374 0.165 -0.054
C -0.965 -1.168 0.033
C 0.354 -1.560 0.049
C -1.320 0.191 0.051
C 0.949 0.639 0.010
C -2.682 0.742 0.031
N -0.228 0.971 0.073
N 1.406 -0.689 0.012
N 3.168 1.353 0.040
H -1.740 -1.919 0.047
H 0.628 -2.603 0.120
H -3.336 0.129 -0.586
H -2.677 1.764 -0.341
H -3.107 0.764 1.038
H 3.479 2.176 -0.449

5.
This record from OMol25 describes an isolated ion of composition C7H6N4 and charge +2 in a non-equilibrium geometry. The level of theory is the ωB97M-V functional and the def2-TZVPD basis.

frontier orbital gap (spin up / spin down): 7.5706 / 7.5712 eV
total energy: -13288.9563 eV
net charge: +2
molar mass: 146.15 g/mol
lowest unoccupied orbital energy (spin up / spin down): -12.881 / -12.881 eV
energy above the lowest of the compared OMol25 structures with the same formula, charge and spin: 3.9789 eV

CARTESIAN COORDINATES (ANGSTROEM)
C 3.155 0.746 -0.017
C 1.053 -1.898 -0.050
C -0.728 1.537 0.154
C 1.998 0.120 0.095
C 0.807 -0.438 -0.054
C -1.475 -0.932 0.709
C -1.569 -0.701 -0.742
N 4.159 1.322 -0.045
N 1.010 -3.026 0.135
N 0.277 2.197 0.120
N -0.569 0.058 0.063
H -1.880 1.680 0.174
H -2.409 -0.526 1.165
H -1.139 -1.929 1.019
H -1.008 -1.345 -1.558
H -2.267 -0.004 -1.233
H 0.585 3.139 0.064

6.
This record from OMol25 describes C7H6NO5P in the gas phase in a non-equilibrium geometry. The level of theory is the ωB97M-V functional and the def2-TZVPD basis.

frontier orbital gap: 6.6917 eV
structure (SMILES): CP(O)C1=C(ON=O)C(=O)C=CC1=O
total energy: -28361.3398 eV
molar mass: 215.10 g/mol
lowest unoccupied orbital energy: -2.100 eV

CARTESIAN COORDINATES (ANGSTROEM)
C 2.294 0.976 1.559
P 2.110 0.564 -0.360
O 3.262 -0.731 -0.726
C 0.327 -0.102 -0.491
C -0.856 0.847 -0.435
O -0.708 2.313 -0.695
N -1.149 2.544 -2.005
O -2.144 3.267 -1.824
C -2.315 0.179 -0.018
O -3.465 0.782 -0.325
C -2.226 -1.282 0.813
C -1.195 -2.300 0.361
C -0.091 -1.704 -0.712
O 0.383 -2.440 -1.740
H 2.872 1.991 1.716
H 1.225 1.123 2.012
H 2.820 0.044 2.046
H 3.015 -1.134 -1.627
H -2.990 -1.525 1.688
H -1.169 -3.413 0.764

7.
This record from OMol25 describes C7H6NO6Os as an isolated structure in a non-equilibrium geometry. The level of theory is the ωB97M-V functional and the def2-TZVPD basis.

frontier orbital gap (spin up / spin down): 5.4718 / 3.4510 eV
2S+1: 5
total energy: -23559.2699 eV
net charge: +3
molar mass: 390.36 g/mol
lowest unoccupied orbital energy (spin up / spin down): -14.516 / -19.153 eV
energy above the lowest of the compared OMol25 structures with the same formula, charge and spin: 0.5134 eV

CARTESIAN COORDINATES (ANGSTROEM)
O -1.857 0.383 -1.764
C -1.758 0.460 -0.566
Os 1.279 2.310 0.287
C 1.635 0.609 0.931
O 1.882 -0.467 1.315
C 3.061 3.027 0.324
O 4.151 3.428 0.305
C 0.106 2.958 1.670
O -0.615 3.299 2.516
C 1.296 1.731 -1.528
O 1.387 1.337 -2.620
H -1.670 1.424 0.023
C -0.955 -2.782 0.871
C -1.093 -1.744 -0.164
N -0.964 -2.007 -1.435
O -1.273 -0.486 0.267
H -1.298 -3.735 0.428
H -1.554 -2.545 1.753
H 0.114 -2.932 1.177
H -1.112 -1.276 -2.148
H -0.762 -2.994 -1.642

8.
This record from OMol25 describes C7H6O as an isolated structure in a non-equilibrium geometry. The level of theory is the ωB97M-V functional and the def2-TZVPD basis.

frontier orbital gap: 10.3934 eV
total energy: -9398.0418 eV
molar mass: 106.12 g/mol
lowest unoccupied orbital energy: 0.873 eV
energy above the lowest of the compared OMol25 structures with the same formula, charge and spin: 4.1782 eV

CARTESIAN COORDINATES (ANGSTROEM)
C -3.020 0.005 -0.207
C -1.834 -0.123 -0.408
C -0.399 -0.178 -0.324
C 0.380 -0.915 0.744
C 1.510 -0.585 -0.272
C 1.523 0.936 -0.083
C 0.313 1.253 -0.464
H -4.088 0.127 -0.010
H 0.404 -0.375 1.692
H 0.053 -1.951 0.884
H 2.490 -1.095 -0.204
H 2.252 1.595 0.364
H -0.216 2.207 -0.343
O 0.633 -0.903 -1.370

9.
This record from OMol25 describes C7H6O4 as an isolated structure in a non-equilibrium geometry. The level of theory is the ωB97M-V functional and the def2-TZVPD basis.

frontier orbital gap: 8.5813 eV
total energy: -15542.4526 eV
molar mass: 154.12 g/mol
lowest unoccupied orbital energy: -0.277 eV
energy above the lowest of the compared OMol25 structures with the same formula, charge and spin: 4.0114 eV

CARTESIAN COORDINATES (ANGSTROEM)
C -1.825 -0.310 -0.189
C -1.407 1.057 -0.060
C -0.002 1.202 0.018
C 0.878 0.039 -0.108
C 2.327 0.427 -0.019
C 0.478 -1.256 -0.034
C -0.974 -1.425 0.020
H -3.423 -1.272 -0.075
H -2.171 1.694 -0.131
H 0.262 3.235 -0.300
H 2.862 1.347 0.337
H 2.315 -1.564 -0.182
H -1.499 -2.407 0.241
O -3.232 -0.365 0.109
O 0.852 2.329 0.268
O 3.191 -0.492 -0.146
O 1.368 -2.242 0.254

10.
This record from OMol25 describes C7H6O6Sr as an isolated structure in a non-equilibrium geometry. The level of theory is the ωB97M-V functional and the def2-TZVPD basis.

frontier orbital gap: 10.2174 eV
total energy: -20460.2801 eV
net charge: +2
molar mass: 273.74 g/mol
lowest unoccupied orbital energy: -8.479 eV
energy above the lowest of the compared OMol25 structures with the same formula, charge and spin: 0.6157 eV

CARTESIAN COORDINATES (ANGSTROEM)
O 1.942 -5.455 2.058
C 1.150 -4.905 1.436
Sr -0.815 -0.464 0.247
O -2.509 -3.780 -1.037
C -2.044 -2.814 -0.616
C -2.840 0.262 -1.535
O -3.704 0.325 -2.288
C 0.044 -1.742 -1.840
O 0.339 -2.460 -2.695
C -2.719 -1.216 2.063
O -3.415 -1.643 2.871
C 2.061 3.398 0.344
C 1.232 2.372 -0.365
O 0.940 1.129 0.487
H 1.632 3.695 1.300
H 2.084 4.297 -0.253
H 3.098 3.081 0.459
H 0.272 2.700 -0.698
H 1.744 1.947 -1.221
H 1.507 1.273 1.282